1.
This record from the Open Molecules 2025 dataset describes 2 unconnected molecules or ions with the total composition C16H26F3N4O3 in a non-equilibrium geometry. The level of theory is the ωB97M-V functional and the def2-TZVPD basis.

Last column: Löwdin charge in e.
Cartesian coordinates (Å):
F: 2.4629 4.9329 -0.5813  0.154
F: 1.8921 3.0928 -1.5666  0.097
F: 2.6214 4.7558 -2.7296  0.149
O: -0.2071 0.7587 -1.6777  -0.038
O: -4.4927 3.4121 2.3913  0.227
O: 0.5268 -3.0374 -1.8905  -0.052
N: -0.7455 2.2731 3.2678  0.223
N: -0.5080 6.0596 1.5043  0.211
N: -2.7713 3.6442 0.7696  0.181
N: 0.3739 -4.5981 0.6613  -0.365
C: -0.9932 -4.2706 0.1322  0.021
C: -0.6250 4.0620 -1.2358  -0.123
C: 1.7010 -3.4946 -1.2439  -0.220
C: 1.8554 4.4566 -1.6740  -0.603
C: 0.6201 0.5963 0.5853  -0.028
C: 1.3944 -4.7448 -0.4480  -0.094
C: -3.6416 3.4880 1.6132  -0.288
C: 0.2892 -5.9125 1.3719  0.014
C: -0.4020 3.7610 0.2564  -0.226
C: -1.7684 1.5615 0.0335  -0.057
C: 0.4432 4.9742 -1.8376  -0.047
C: -1.5045 2.8427 0.8376  -0.389
C: -0.6086 0.6032 -0.3162  -0.386
C: 0.7972 -3.5418 1.6220  0.022
C: -0.4476 5.0477 0.9687  -0.194
C: -1.1880 2.5356 2.2415  -0.158
H: 2.3116 -5.0918 0.0267  0.144
H: 2.1261 -2.7136 -0.6059  0.117
H: 1.1745 -0.3178 0.3534  0.065
H: 0.7043 -2.1870 -2.3095  0.106
H: -1.0214 -3.2344 -0.1774  0.092
H: -1.2125 -4.9268 -0.7041  0.120
H: -0.0406 -6.6691 0.6648  0.118
H: 0.8020 -2.5879 1.1034  0.086
H: 0.3910 0.5552 1.6449  0.075
H: 1.2710 -6.1650 1.7645  0.115
H: 0.2716 5.0177 -2.9113  0.137
H: 2.4615 -3.7711 -1.9800  0.139
H: -0.4263 -5.8207 2.1842  0.114
H: 0.3647 5.9905 -1.4615  0.137
H: 1.3080 1.4105 0.3724  0.078
H: 0.6645 1.1691 -1.7029  0.070
H: -2.5442 0.9954 0.5455  0.132
H: -1.7055 -4.4359 0.9381  0.114
H: 0.5856 3.3616 0.4661  0.129
H: -2.2161 1.8837 -0.9037  0.129
H: 0.0775 -3.5068 2.4363  0.120
H: -0.6671 3.1501 -1.8240  0.106
H: 1.7873 -3.7738 2.0072  0.123
H: 1.0133 -5.5292 -1.1011  0.146
H: -1.0255 -0.4052 -0.2647  0.124
H: -1.6000 4.5381 -1.3133  0.133

Computed properties:
HOMO	-12.923	eV
E_LUMO	-2.73	eV
M	379.4	g/mol
relative energy (zero: lowest compared OMol25 entry of this formula, charge and spin)	0.000	eV
DFT total energy	-1369.355636	a.u.
total charge	+1

---

2.
This record from the Open Molecules 2025 dataset describes a molecular structure, C26H23Cl2N10NaO2. The level of theory is the ωB97M-V functional and the def2-TZVPD basis.

Last column: Löwdin charge in e.
Cartesian coordinates (Å):
Cl: -6.0530 -3.3314 -3.6022  0.583
Cl: -6.2635 -4.9427 -0.8366  0.578
Na: -0.8948 -0.1861 0.3809  0.318
O: -1.7288 -1.0367 -3.8344  -0.028
O: -2.5932 -3.9963 2.2089  -0.048
N: -1.3722 1.9948 -2.3642  0.117
N: 3.1469 2.0981 -0.8657  0.163
N: -0.9078 -0.9829 2.9551  0.126
N: 1.4550 0.4640 1.2717  -0.099
N: 5.8497 5.6308 -0.6744  0.078
N: -2.2455 -2.1393 0.8162  0.086
N: -2.1223 -0.7283 -1.5512  0.074
N: 1.2916 -1.5637 -0.4989  0.025
N: 3.8368 4.5406 -4.4959  0.097
N: -0.1553 2.4576 0.5241  0.018
C: 4.0400 4.3432 -3.3734  -0.291
C: -0.8380 0.8632 -2.8242  -0.207
C: -2.1096 -2.8850 1.8956  -0.500
C: 0.4805 -1.2998 4.8854  -0.086
C: 0.5439 3.1933 -3.1856  -0.091
C: 1.1064 2.0070 -3.6420  -0.083
C: -3.0478 -1.7634 -1.4319  -0.209
C: 0.3971 0.8360 -3.4757  -0.021
C: -0.1113 -0.5128 3.9143  -0.155
C: 0.2179 -2.6647 4.8645  -0.084
C: -5.0388 -3.7162 -1.0896  -0.699
C: -4.9474 -3.0240 -2.2798  -0.695
C: 0.4077 2.5596 1.8652  -0.257
C: -4.1397 -3.4528 -0.0688  -0.057
C: 4.2806 4.0962 -2.0063  -0.311
C: -1.6464 -0.4243 -2.7506  -0.519
C: 1.9298 -1.8445 0.7836  -0.249
C: 5.1421 4.9382 -1.2741  -0.286
C: 3.6589 3.0008 -1.3804  -0.235
C: -3.1377 -2.4843 -0.2012  -0.196
C: -1.1703 -2.2903 2.9440  -0.194
C: -0.6271 -3.1607 3.8940  -0.021
C: 2.4804 -0.5514 1.3872  -0.229
C: 1.6819 1.7174 1.9580  -0.250
C: -3.9592 -2.0692 -2.4466  -0.059
C: -0.6912 3.1258 -2.5675  -0.188
H: -0.9011 -4.2038 3.8294  0.106
H: 2.7294 -2.5965 0.7311  0.102
H: 2.7151 -0.7205 2.4430  0.108
H: 1.9071 1.5210 3.0114  0.102
H: 0.5006 2.7573 -0.1908  0.057
H: 1.3804 0.6739 0.2822  0.056
H: 1.0535 4.1402 -3.3096  0.088
H: 0.0732 0.5553 3.8972  0.080
H: 0.7581 -0.1113 -3.8532  0.110
H: 2.0758 2.0130 -4.1248  0.096
H: -4.2033 -4.0120 0.8496  0.083
H: -1.0128 2.9791 0.4078  0.074
H: 3.4133 -0.2547 0.8818  0.104
H: 0.6392 3.5873 2.1786  0.103
H: 1.9575 -1.3459 -1.2292  0.079
H: -1.1673 4.0353 -2.2081  0.095
H: 0.6637 -3.3248 5.5998  0.095
H: 2.5309 2.2737 1.5389  0.089
H: -3.8865 -1.5490 -3.3885  0.096
H: -0.3388 2.1618 2.5583  0.092
H: 1.1282 -0.8549 5.6301  0.091
H: 1.1565 -2.2330 1.4491  0.096
H: 0.6809 -2.3069 -0.8118  0.081

Computed properties:
HOMO	-1.922	eV
E_LUMO	3.56	eV
M	601.4	g/mol
relative energy (zero: lowest compared OMol25 entry of this formula, charge and spin)	0.425	eV
DFT total energy	-2785.495171	a.u.
total charge	-2